Below is a molecular structure, C6H19BCsN, with properties calculated with the ωB97M-V functional and the def2-TZVPD basis.

Energy relative to the best compared isomer or geometry (same formula, charge and spin): 42.4 kcal/mol
HOMO: -8.451 eV

The geometry in ORCA input format:
```
! wB97M-V def2-TZVPD RIJCOSX def2/J DEFGRID3
* xyz 0 1
Cs -27.1387 -16.5707 9.8902
B -28.8301 -17.3895 12.3825
H -27.8727 -17.2936 12.8709
H -28.9645 -16.6273 11.6307
H -28.9065 -18.3794 11.9600
H -29.5605 -17.2964 13.1712
C -28.5551 -12.0737 10.4735
C -26.9469 -11.8961 10.4098
N -26.1845 -13.1095 10.7151
C -24.8654 -12.9064 10.2133
C -24.2147 -14.1921 9.7889
C -26.1578 -13.5818 12.0883
C -25.5209 -12.6257 13.1706
H -28.9422 -12.4854 9.5415
H -29.1502 -11.1913 10.7088
H -28.7509 -12.7509 11.3049
H -26.8128 -11.4878 9.4082
H -26.7252 -11.1782 11.1995
H -24.8766 -12.3234 9.2924
H -24.2396 -12.3453 10.9073
H -23.8874 -14.5997 10.7454
H -24.7837 -14.9347 9.2296
H -23.3615 -14.1174 9.1146
H -25.7024 -14.5716 12.1184
H -27.1863 -13.6399 12.4446
H -24.4679 -12.4313 12.9665
H -25.7080 -13.1952 14.0810
H -26.0090 -11.6536 13.2401
*
```

Mulliken atomic charge list, values in e, 2 entries: number 1, Cs, carries 0.972; number 2, B, carries 0.204